No. 1
17
Properties=species:S:1:pos:R:3:forces:R:3 method="wB97M-V/def2-TZVPD" fmax_ev_per_a=1.595 relative_energy_ev=2.5263
O -1.159264 -0.716681 0.010019 -0.199 -0.206 -0.065
N 3.571687 -1.798928 -0.386534 -1.178 0.994 0.408
N 2.170724 1.286286 0.528725 0.043 0.056 -0.296
C 1.732007 -0.095036 0.377461 0.197 -0.632 0.067
C -1.258964 0.616464 -0.167638 0.238 0.493 0.038
C -2.404689 -1.406079 0.067441 -0.063 0.121 -0.197
C 1.215234 0.940424 -0.542664 -0.165 0.012 0.137
C 2.750475 -1.046819 -0.058720 0.944 -0.732 -0.313
C -0.199701 1.391951 -0.433285 -0.265 -0.443 0.181
H -3.033547 -0.999900 0.855714 -0.163 0.214 0.038
H -0.391075 2.445030 -0.541998 -0.018 0.251 -0.051
H -2.931453 -1.372069 -0.900773 0.210 0.010 0.327
H -2.263475 1.041798 -0.029951 0.397 -0.135 -0.171
H 1.035438 -0.508389 1.093380 0.015 -0.002 0.022
H 1.674579 1.688433 1.311947 -0.120 0.149 0.120
H -2.184523 -2.426514 0.335941 0.127 -0.316 -0.098
H 1.676546 0.960025 -1.519058 -0.001 0.167 -0.146

---

No. 2
11
Properties=species:S:1:pos:R:3:forces:R:3 method="wB97M-V/def2-TZVPD" fmax_ev_per_a=2.771 relative_energy_ev=3.0798
O -0.216290 -0.453891 2.223183 -1.617 -1.413 -1.751
N -1.458066 -1.269331 1.202512 1.747 0.129 0.977
C -0.983158 -1.017833 0.031259 -0.084 0.592 0.912
C 0.542939 0.060962 1.301007 -0.186 -0.180 -0.597
C 0.099818 -0.099322 0.026637 0.386 0.190 -0.287
C 0.402938 0.767018 -1.126591 0.320 0.096 -0.403
H -1.338191 -1.461016 -0.926366 -0.382 0.324 1.124
H 1.544664 0.472600 1.487527 -0.693 0.172 0.602
H -0.409421 1.496710 -1.261204 0.255 -0.148 -0.061
H 1.316605 1.322198 -0.917849 0.076 0.045 -0.317
H 0.498161 0.181905 -2.040115 0.179 0.192 -0.199

---

No. 3
91
Properties=species:S:1:pos:R:3:forces:R:3 method="wB97M-V/def2-TZVPD" fmax_ev_per_a=0.668 relative_energy_ev=0.4984
Rb -0.858417 -0.715674 0.103123 0.581 -0.316 0.093
S -2.760421 -0.646741 -2.906867 -0.277 -0.051 -0.411
S 2.647727 2.776708 3.207081 -0.017 0.039 0.034
S -3.653487 -6.352999 -1.681404 -0.026 -0.029 -0.031
S -1.917247 -3.964605 -2.180519 0.032 -0.034 0.068
S 3.529659 0.866724 1.083230 -0.004 0.046 0.111
P 0.570386 1.265593 -2.973654 -0.094 -0.088 0.040
O -1.155021 -0.476034 2.672044 -0.023 0.087 0.454
O -2.646815 0.046159 -1.590720 -0.327 0.272 -0.060
O -0.395307 2.920321 5.046375 -0.088 0.005 0.020
N -2.042270 -5.423258 0.057548 0.037 -0.037 0.198
N -0.167965 -3.676900 1.675697 -0.098 -0.144 -0.086
N 0.321766 1.200289 3.259947 -0.053 -0.046 -0.037
N 1.934923 0.660663 -2.138194 0.242 -0.015 0.073
N 1.320751 -1.582066 -1.936616 0.122 0.067 0.031
N 1.203669 0.675369 2.330232 -0.019 0.191 0.094
C -0.261750 3.362217 0.474378 0.004 0.016 -0.037
C -2.811570 -6.391613 0.823593 0.037 0.062 0.025
C 2.026432 2.555847 -6.555508 -0.014 -0.015 0.015
C 0.341144 -3.121643 2.541497 0.010 0.118 -0.036
C -0.914873 3.492941 -2.223466 -0.020 0.014 0.080
C -2.435564 -5.188808 -1.188107 -0.043 0.134 -0.133
C -1.806671 1.089103 4.339541 0.051 0.037 0.020
C -3.380533 -7.364983 -0.197896 0.053 -0.026 -0.003
C -2.509284 2.678326 6.029639 0.013 -0.024 -0.032
C -1.487644 4.377890 -1.323430 0.006 -0.017 -0.057
C 2.674329 4.228966 -4.954436 0.003 -0.005 -0.002
C -1.170113 4.310081 0.029331 0.008 0.008 -0.007
C 2.278050 1.344878 2.245739 0.152 -0.194 -0.254
C 2.672461 3.745980 -6.258125 0.006 0.015 0.006
C -3.716391 2.019161 6.156433 0.052 0.039 0.010
C -1.545302 2.225745 5.124167 0.091 0.095 0.006
C 2.309772 -3.060329 4.055457 0.012 -0.021 -0.016
C 2.032299 3.520900 -3.950175 -0.028 -0.011 0.046
C -3.242979 0.630313 -4.073327 0.031 -0.046 -0.165
C 1.383072 1.848064 -5.547591 0.034 0.031 0.003
C -0.835115 0.532912 3.342272 -0.128 -0.126 -0.067
C -0.000852 2.531282 -1.787109 -0.091 0.064 0.001
C 1.383957 2.318955 -4.234994 0.002 -0.020 -0.102
C 3.983888 -2.335175 -1.670599 0.021 0.031 -0.017
C 2.291966 -0.674569 -1.987338 0.014 -0.107 -0.046
C 0.324141 2.487301 -0.435138 -0.019 -0.060 0.050
C -3.034990 0.445427 4.488877 0.040 -0.010 -0.002
C 1.672296 -2.864350 -1.774210 -0.093 0.097 -0.005
C 3.648782 -1.013686 -1.861706 -0.053 0.025 -0.015
C 1.011593 -2.389327 3.608758 -0.039 -0.015 0.028
C -3.988478 0.893545 5.383084 -0.033 -0.022 -0.010
C 4.808899 1.900771 1.836452 0.021 0.060 0.029
C -4.343072 -1.493379 -2.852571 -0.036 -0.039 -0.070
C 4.147137 3.194372 2.280539 0.055 -0.037 -0.005
C 2.976378 -3.292612 -1.628984 -0.057 -0.046 0.001
H -2.169137 -6.894994 1.543751 0.014 0.002 0.021
H -4.234895 -2.305056 -2.135110 -0.019 0.048 -0.010
H -1.182798 3.554639 -3.273644 0.012 -0.014 0.001
H 0.877488 0.916825 -5.780831 0.004 0.022 0.024
H 3.013154 -3.131607 3.225609 -0.013 -0.006 0.010
H 3.188025 -4.342854 -1.487058 0.031 0.013 0.002
H -4.078012 1.203599 -3.670280 0.023 -0.053 0.055
H -4.934844 0.376611 5.478621 0.015 0.010 0.003
H 1.033913 1.758145 -0.065418 0.004 -0.009 -0.081
H 4.797522 3.765295 2.942564 0.006 -0.001 0.009
H -5.108085 -0.785154 -2.533911 0.025 -0.001 -0.001
H 2.697303 1.298250 -1.949005 -0.053 0.028 -0.014
H -0.004909 3.283101 1.524948 -0.026 0.027 -0.014
H 2.130357 -4.063633 4.442065 0.001 0.009 -0.011
H 2.774798 -2.469603 4.843245 -0.026 0.019 -0.006
H 5.251115 1.382166 2.686084 -0.011 -0.028 0.013
H 0.846374 -3.566239 -1.747229 0.002 -0.019 0.007
H 4.407282 -0.242292 -1.918215 -0.028 -0.021 -0.002
H 3.891525 3.811159 1.419730 -0.038 0.009 -0.015
H 2.018143 3.908520 -2.936476 0.009 0.009 -0.034
H -4.313240 -7.810755 0.135888 -0.029 0.009 -0.014
H -2.376397 1.274391 -4.215681 -0.008 -0.012 0.015
H 5.023991 -2.620240 -1.566264 -0.027 0.004 0.002
H 5.583034 2.083161 1.091584 -0.015 -0.013 -0.027
H 3.171270 4.303006 -7.041731 -0.011 -0.011 0.016
H 1.180222 -1.387051 3.212449 0.049 0.023 0.043
H -1.411868 -4.772038 0.525553 0.061 -0.004 -0.048
H -3.613030 -5.882989 1.366372 -0.026 0.008 0.016
H 2.018320 2.179265 -7.570982 0.002 0.011 0.022
H -2.194685 5.117210 -1.680331 0.014 -0.006 0.029
H -2.274190 3.556643 6.617631 -0.031 -0.017 0.002
H -3.209264 -0.425789 3.870937 -0.017 0.003 0.006
H 3.173025 5.162496 -4.724598 -0.010 -0.014 0.005
H -2.667019 -8.154251 -0.429914 -0.005 -0.009 -0.028
H -4.574854 -1.916940 -3.832047 0.051 0.049 0.052
H 0.293765 -2.285118 4.423744 0.035 0.011 0.023
H 0.160111 2.463991 4.354532 -0.064 -0.039 0.061
H -3.511494 0.161019 -5.022640 0.026 0.047 0.058
H -1.633799 4.992634 0.730609 0.014 -0.022 -0.006
H -4.451558 2.386426 6.863102 0.008 -0.015 -0.016